ORCA calculation (ωB97M-V/def2-TZVPD) on an isolated molecule of C5H10O2S2 in a non-equilibrium geometry.

XYZ file:
```
19
Properties=species:S:1:pos:R:3:forces:R:3
C -2.904 -0.954 0.372 -1.31 1.04 -0.77
H 2.459 1.110 -0.762 -1.64 -1.35 -0.07
H -0.288 1.554 -0.198 0.15 -1.05 -0.13
H -2.816 -0.145 1.126 0.32 -0.64 -0.22
C 1.753 -1.071 -0.564 0.62 3.23 4.88
H -3.382 -1.863 0.844 0.63 1.06 -0.81
H -3.559 -0.441 -0.433 1.09 -1.31 1.00
S -1.241 -1.413 -0.251 1.77 0.27 2.53
O -0.961 -1.042 -1.622 -0.83 0.00 0.20
H 0.845 1.358 0.994 0.75 -0.06 -0.36
H -0.222 -0.543 1.845 0.24 -0.18 0.23
C 0.472 0.786 0.129 -1.92 2.65 2.23
H 1.428 -1.779 -1.226 -0.93 -1.79 -1.50
O -1.092 -2.787 0.186 -0.34 0.01 -0.59
C 1.487 0.454 -0.858 3.92 -0.60 0.20
H 3.703 -0.512 0.872 -0.34 0.41 -0.08
H 1.241 0.498 -1.879 -0.82 0.31 -1.27
S 3.234 -1.634 0.327 -1.12 -0.22 -1.13
C 0.001 -0.480 0.793 -0.22 -1.79 -4.33
```
Positions in Å, forces in eV/Å.

## Properties
* strongest force on any atom: 5.9 eV Å⁻¹
* charge: 0
* energy relative to the best compared isomer or geometry (same formula, charge and spin): 2.909 eV
* HOMO (spin up / spin down): -8.25 / -8.25 eV
* molecular weight: 166.27 g mol⁻¹
* electronic energy: -1143.2044 hartree
* spin multiplicity: 1

natural (NBO) atomic charge list, values in e, 5 entries: number 1, C, carries -0.888; number 2, H, carries 0.207; number 3, H, carries 0.219; number 4, H, carries 0.239; number 5, C, carries -0.144



ORCA calculation (ωB97M-V/def2-TZVPD) on an isolated molecule of C4H9NO2 in a non-equilibrium geometry.

XYZ file:
```
16
Properties=species:S:1:pos:R:3:forces:R:3
C -1.449 -0.136 0.189 -0.51 0.39 0.50
O 1.794 0.727 1.514 -0.75 0.23 -0.48
O 1.654 1.844 -0.431 -0.22 0.23 -0.30
H 1.906 -1.195 -0.233 -0.07 -0.28 0.30
C -0.209 -1.012 0.294 0.35 -1.28 0.56
C 1.518 0.819 0.164 0.35 -0.34 0.78
H 1.597 1.613 1.852 0.52 0.01 0.15
H 0.010 -1.291 1.328 -0.11 0.61 0.21
H -2.342 -0.772 0.206 0.18 -0.08 -0.12
H 0.921 -0.458 -1.440 0.14 0.28 -0.06
H -0.704 0.739 -1.538 0.29 0.26 0.23
H -1.581 0.455 1.103 0.39 0.12 -0.05
H -2.241 0.417 -1.594 -0.22 0.15 0.02
N -1.535 0.773 -0.962 -0.19 -0.54 -0.46
C 1.070 -0.512 -0.362 -0.02 0.22 -0.62
H -0.410 -2.012 -0.088 -0.11 0.01 -0.67
```
Positions in Å, forces in eV/Å.

## Properties
* strongest force on any atom: 1.4 eV Å⁻¹
* charge: 0
* energy relative to the best compared isomer or geometry (same formula, charge and spin): 1.004 eV
* HOMO: -9.46 eV
* molecular weight: 103.12 g mol⁻¹
* electronic energy: -363.0486 hartree
* SMILES string: NCCCC(=O)O
* spin multiplicity: 1

natural (NBO) atomic charge list, values in e, 5 entries: number 1, C, carries -0.229; number 2, O, carries -0.710; number 3, O, carries -0.564; number 4, H, carries 0.247; number 5, C, carries -0.413



ORCA calculation (ωB97M-V/def2-TZVPD) on an isolated molecule of C4H11NO2 in a non-equilibrium geometry.

XYZ file:
```
18
Properties=species:S:1:pos:R:3:forces:R:3
H 1.312 -1.689 1.423 -0.43 1.48 0.61
H 0.742 0.120 -1.982 -0.50 0.86 0.70
O -2.817 -0.260 0.209 0.41 -3.16 0.08
H -1.876 1.512 -0.088 -0.54 1.25 -1.13
H -2.546 -1.245 0.480 -0.84 3.45 -0.80
C -0.411 -0.048 -0.093 1.35 1.64 0.02
H 2.171 -0.575 -0.873 1.05 -2.24 2.73
H 2.584 -0.300 1.635 -1.70 -0.37 0.37
C -1.693 0.590 0.367 -0.49 -1.69 3.58
N 0.750 0.369 0.847 -2.21 -6.16 -1.19
O 2.398 -1.212 -0.052 -0.60 2.07 -5.43
H 1.041 1.273 0.923 0.85 2.67 -0.18
C -0.166 0.582 -1.485 0.66 -2.49 -2.04
H -1.645 0.826 1.465 0.37 -0.16 -0.72
H -0.076 1.666 -1.424 0.04 -0.13 -0.02
C 1.696 -0.703 1.039 1.64 0.71 1.98
H -0.543 -1.185 -0.108 0.67 1.60 0.09
H -0.921 0.278 -2.283 0.28 0.67 1.37
```
Positions in Å, forces in eV/Å.

## Properties
* strongest force on any atom: 6.6 eV Å⁻¹
* charge: 0
* energy relative to the best compared isomer or geometry (same formula, charge and spin): 3.026 eV
* HOMO: -9.29 eV
* molecular weight: 105.14 g mol⁻¹
* electronic energy: -364.1570 hartree
* SMILES string: C[C@H](CO)NCO
* spin multiplicity: 1

natural (NBO) atomic charge list, values in e, 5 entries: number 1, H, carries 0.163; number 2, H, carries 0.191; number 3, O, carries -0.715; number 4, H, carries 0.176; number 5, H, carries 0.463



ORCA calculation (ωB97M-V/def2-TZVPD) on a structure of composition C14H21N7O4SSc.

XYZ file:
```
48
Properties=species:S:1:pos:R:3:forces:R:3
Sc -0.138 0.405 0.041 -0.40 0.01 0.42
O 0.628 0.186 -1.833 -0.22 -0.25 -0.38
N 0.255 0.446 2.493 0.05 0.26 -0.06
C -0.272 -0.034 -2.768 0.07 0.11 0.03
H 3.908 -4.503 -2.095 0.00 0.00 0.00
O 1.720 -0.526 0.481 0.00 -0.20 -0.01
H -0.568 0.733 3.008 0.00 -0.06 0.03
C 3.451 -3.686 -1.553 0.12 0.07 0.02
H 5.303 -2.650 -1.181 0.01 0.01 0.00
C -2.669 3.232 -0.009 0.05 0.07 0.02
H 4.232 -0.783 0.027 0.01 0.01 0.00
H 0.633 3.105 2.371 0.04 0.04 0.00
H -0.428 -3.648 -0.764 -0.01 0.07 0.02
N -2.090 -2.232 0.024 0.15 -0.12 -0.09
C 4.228 -2.642 -1.041 -0.12 -0.06 -0.03
H 1.470 -4.447 -1.748 -0.02 0.01 0.01
H -4.434 -2.588 -0.027 0.04 0.01 -0.01
N -4.220 -1.919 0.697 0.00 0.09 0.16
H 1.508 1.389 3.954 0.01 -0.02 -0.02
S -2.586 0.026 1.476 0.11 -0.13 0.05
H -1.920 1.176 -3.382 0.00 0.03 0.06
C 1.497 2.491 2.105 0.01 -0.10 0.09
H 0.361 -0.554 2.615 -0.04 -0.01 -0.01
N -0.773 -1.791 -0.032 0.18 -0.21 -0.18
C 1.461 -2.596 -0.680 -0.13 0.09 0.07
H -1.604 2.362 1.481 0.02 -0.07 0.05
N -1.567 3.226 0.953 0.04 0.08 -0.15
O -0.106 -0.698 -3.776 0.29 0.03 0.14
H -3.588 2.980 0.523 -0.03 -0.01 -0.04
H 1.464 3.035 0.115 -0.04 -0.04 -0.02
C -2.590 2.308 -1.227 -0.03 -0.18 0.10
N -1.590 1.420 -1.279 0.06 -0.15 -0.36
C 1.458 1.181 2.880 0.00 0.08 -0.02
O -3.476 2.460 -2.080 0.00 0.03 0.01
C 2.241 -1.530 -0.170 0.09 0.07 0.01
H 2.194 1.595 0.393 -0.02 -0.03 -0.01
N 1.412 2.187 0.670 0.09 0.09 -0.25
H -2.359 -0.217 -2.417 0.02 0.07 -0.02
H 2.320 0.575 2.602 -0.01 0.00 0.02
H 2.406 3.047 2.362 -0.04 0.00 0.00
C 2.089 -3.646 -1.357 -0.08 -0.09 -0.02
C 0.025 -2.693 -0.491 -0.02 0.05 0.04
H -2.796 4.245 -0.399 -0.02 -0.05 0.01
H -0.699 3.220 0.430 -0.04 -0.02 0.07
C 3.637 -1.599 -0.365 0.03 0.04 0.06
C -1.626 0.597 -2.503 0.00 0.32 0.39
C -2.910 -1.467 0.667 -0.21 0.10 -0.18
H -4.894 -1.179 0.807 -0.01 -0.03 0.00
```
Positions in Å, forces in eV/Å.

## Properties
* strongest force on any atom: 0.6 eV Å⁻¹
* charge: -1
* energy relative to the best compared isomer or geometry (same formula, charge and spin): 0.821 eV
* HOMO: -4.63 eV
* molecular weight: 428.39 g mol⁻¹
* electronic energy: -2389.5663 hartree
* spin multiplicity: 1

natural (NBO) atomic charge list, values in e, 5 entries: number 1, Sc, carries 1.595; number 2, O, carries -0.813; number 3, N, carries -0.844; number 4, C, carries 0.793; number 5, H, carries 0.201